Entry 1:
Density functional theory data (ωB97M-V with the def2-TZVPD basis set) for a single C19H26N4O3S molecule.

Each line ends with the Löwdin charge.
Atoms and positions in Å:
C1 3.73 2.95 1.84  -0.106
C2 2.93 1.72 2.27  -0.234
C3 3.22 0.46 1.44  -0.192
N1 2.16 0.18 0.49  -0.146
C4 2.29 -1.13 -0.11  -0.170
N2 1.08 -1.50 -0.81  0.105
C5 0.41 -0.50 -1.47  -0.194
C6 0.90 0.78 -1.47  -0.065
C7 0.26 1.82 -2.22  -0.445
O1 0.56 2.99 -2.25  0.072
N3 -0.85 1.36 -2.94  0.124
C8 -1.39 0.12 -2.90  -0.780
S1 -2.80 -0.19 -3.71  0.683
N4 -0.73 -0.83 -2.17  -0.008
C9 -1.32 -2.15 -2.08  -0.168
C10 -2.34 -2.22 -0.92  -0.118
C11 -1.70 -1.85 0.39  -0.254
C12 -1.08 -2.82 1.18  -0.067
C13 -0.42 -2.44 2.33  0.003
C14 -0.31 -1.11 2.71  -0.205
O2 0.41 -0.91 3.85  -0.072
C15 0.20 0.25 4.63  -0.069
C16 -0.90 -0.12 1.90  -0.183
O3 -0.75 1.19 2.26  -0.107
C17 -1.28 2.19 1.43  -0.055
C18 -1.60 -0.52 0.77  0.027
C19 2.05 1.15 -0.58  -0.127
H1 3.52 3.21 0.81  0.063
H2 4.79 2.76 1.94  0.072
H3 3.47 3.80 2.47  0.071
H4 3.16 1.51 3.32  0.105
H5 1.86 1.93 2.21  0.091
H6 4.20 0.57 0.94  0.124
H7 3.28 -0.40 2.11  0.117
H8 3.13 -1.18 -0.83  0.139
H9 2.46 -1.88 0.68  0.133
H10 0.49 -2.16 -0.32  0.095
H11 -1.35 2.05 -3.49  0.141
H12 -0.53 -2.89 -1.96  0.127
H13 -1.84 -2.34 -3.02  0.073
H14 -2.74 -3.23 -0.88  0.122
H15 -3.16 -1.54 -1.15  0.098
H16 -1.15 -3.86 0.90  0.118
H17 0.05 -3.18 2.96  0.122
H18 0.70 0.06 5.57  0.095
H19 0.64 1.14 4.16  0.074
H20 -0.86 0.43 4.81  0.101
H21 -2.37 2.12 1.36  0.102
H22 -0.84 2.16 0.43  0.087
H23 -1.01 3.13 1.91  0.101
H24 -2.08 0.22 0.15  0.119
H25 2.99 1.23 -1.16  0.141
H26 1.84 2.14 -0.16  0.116

Values from the calculation:
SMILES ... CCCN1CNc2c(c(=O)[nH]c(=S)n2CCc2ccc(OC)c(OC)c2)C1
LUMO level ... 0.665 eV
E_tot ... -43063.6779 eV
HOMO-LUMO gap ... 8.86 eV
ΔE to the lowest compared entry with this formula, charge and spin ... 2.046 eV

=====

Entry 2:
Density functional theory data (ωB97M-V with the def2-TZVPD basis set) for a single C19H26N4O4S molecule in a non-equilibrium geometry.

Each line ends with the Löwdin charge.
Atoms and positions in Å:
C1 -4.45 -1.16 1.14  -0.098
C2 -4.58 -1.95 -0.16  -0.267
C3 -3.31 -2.74 -0.48  -0.205
C4 -2.14 -1.85 -0.65  -0.581
N1 -1.03 -1.96 0.00  0.022
N2 -0.13 -1.04 -0.30  0.038
C5 -0.52 -0.18 -1.18  -0.576
N3 0.32 0.80 -1.63  0.149
C6 0.11 2.10 -2.05  -0.469
O1 1.07 2.80 -2.29  0.087
C7 -1.30 2.62 -2.10  -0.099
C8 -1.60 3.32 -0.76  -0.073
C9 -1.44 2.33 0.39  -0.505
O2 -2.19 1.39 0.56  0.026
N4 -0.38 2.57 1.19  0.090
C10 -0.06 1.74 2.33  -0.161
C11 1.45 1.71 2.58  -0.132
C12 2.18 1.03 1.45  -0.240
C13 2.79 1.76 0.44  -0.057
C14 3.39 1.10 -0.61  -0.023
C15 3.41 -0.29 -0.69  -0.217
O3 4.05 -0.78 -1.79  -0.069
C16 3.89 -2.13 -2.18  -0.075
C17 2.82 -1.04 0.35  -0.212
O4 2.88 -2.40 0.30  -0.107
C18 2.08 -3.15 1.18  -0.074
C19 2.21 -0.35 1.39  0.010
S1 -2.14 -0.51 -1.78  1.134
H1 -5.39 -0.67 1.37  0.073
H2 -3.68 -0.40 1.05  0.044
H3 -4.19 -1.82 1.96  0.078
H4 -4.80 -1.27 -0.98  0.092
H5 -5.41 -2.66 -0.08  0.106
H6 -3.08 -3.44 0.32  0.120
H7 -3.46 -3.31 -1.40  0.114
H8 1.31 0.61 -1.43  0.126
H9 -1.37 3.35 -2.90  0.128
H10 -2.03 1.83 -2.27  0.048
H11 -2.64 3.66 -0.76  0.127
H12 -0.94 4.17 -0.63  0.118
H13 0.23 3.35 1.00  0.140
H14 -0.44 0.74 2.13  0.120
H15 -0.58 2.13 3.22  0.125
H16 1.81 2.73 2.71  0.115
H17 1.63 1.17 3.52  0.119
H18 2.79 2.84 0.46  0.113
H19 3.85 1.65 -1.41  0.127
H20 4.37 -2.20 -3.16  0.093
H21 4.39 -2.81 -1.49  0.091
H22 2.84 -2.41 -2.26  0.096
H23 1.03 -2.85 1.11  0.065
H24 2.43 -3.06 2.22  0.093
H25 2.18 -4.18 0.86  0.096
H26 1.74 -0.91 2.19  0.116

Values from the calculation:
SMILES ... CCCc1nnc(NC(=O)CCC(=O)NCCc2ccc(OC)c(OC)c2)s1
LUMO level ... 0.554 eV
E_tot ... -45110.6828 eV
HOMO-LUMO gap ... 8.46 eV
ΔE to the lowest compared entry with this formula, charge and spin ... 2.699 eV

=====

Entry 3:
Density functional theory data (ωB97M-V with the def2-TZVPD basis set) for a molecular structure, C19H26N5O5OsPSTe in a non-equilibrium geometry.

Each line ends with the Löwdin charge.
Atoms and positions in Å:
Os1 -0.18 -0.72 -0.73  1.603
O1 -4.14 1.07 2.54  0.092
C1 -3.74 -0.07 3.11  -0.258
C2 -4.30 -0.39 4.35  0.014
C3 -3.93 -1.54 5.00  -0.034
C4 -2.99 -2.42 4.45  -0.064
C5 -2.43 -2.12 3.23  -0.036
C6 -2.78 -0.94 2.55  -0.101
C7 -2.14 -0.66 1.28  -0.387
O2 -1.09 -1.36 0.94  -0.233
N1 -2.61 0.30 0.49  0.091
N2 -1.88 0.32 -0.65  -0.177
C8 -2.24 1.00 -1.69  0.001
C9 -1.40 0.81 -2.85  -0.224
C10 -1.64 1.38 -4.09  0.034
C11 -0.83 1.03 -5.16  0.011
C12 0.18 0.10 -4.97  0.001
C13 0.39 -0.43 -3.71  -0.088
N3 -0.36 -0.06 -2.67  -0.075
H1 -3.79 1.13 1.63  0.080
H2 -5.04 0.28 4.76  0.132
H3 -4.39 -1.78 5.95  0.122
H4 -2.74 -3.34 4.96  0.113
H5 -1.72 -2.79 2.77  0.116
H6 -3.14 1.61 -1.68  0.157
H7 -2.46 2.07 -4.22  0.138
H8 -0.99 1.47 -6.14  0.135
H9 0.81 -0.23 -5.79  0.130
H10 1.16 -1.15 -3.51  0.103
C14 -0.55 2.18 3.80  -0.045
N4 -0.17 0.78 3.94  -0.004
C15 0.53 0.06 3.08  -0.788
N5 0.75 -1.22 3.35  0.136
S1 1.17 0.75 1.63  0.615
H11 -0.05 2.78 4.56  0.102
H12 -1.63 2.27 3.91  0.093
H13 -0.26 2.53 2.82  0.048
H14 -0.47 0.32 4.79  0.163
H15 0.43 -1.65 4.21  0.130
H16 1.28 -1.79 2.71  0.061
C16 2.11 2.75 -2.28  -0.048
C17 2.83 1.97 -1.20  -0.236
O3 2.12 0.71 -1.00  -0.462
P1 2.84 -0.68 -0.67  0.097
O4 1.66 -1.65 -0.95  -0.507
Te1 3.87 -0.73 1.47  0.823
O5 4.05 -0.81 -1.65  -0.288
C18 4.00 -1.16 -3.07  -0.215
C19 3.82 -2.64 -3.26  -0.056
H17 2.62 3.70 -2.45  0.097
H18 1.09 2.96 -1.98  0.082
H19 2.10 2.20 -3.22  0.075
H20 2.83 2.50 -0.25  0.115
H21 3.86 1.75 -1.48  0.124
H22 4.96 -0.82 -3.45  0.135
H23 3.22 -0.56 -3.54  0.097
H24 4.64 -3.19 -2.79  0.096
H25 3.84 -2.87 -4.33  0.096
H26 2.88 -3.00 -2.84  0.069

Values from the calculation:
Charge ... +2
LUMO level (alpha / beta) ... -7.161 / -7.726 eV
2S+1 ... 5
E_tot ... -67684.6938 eV
HOMO-LUMO gap (alpha / beta) ... 6.33 / 5.93 eV

=====

What did the first record say?
Density functional theory data (ωB97M-V with the def2-TZVPD basis set) for a single C19H26N4O3S molecule.

Each line ends with the Löwdin charge.
Atoms and positions in Å:
C1 3.73 2.95 1.84  -0.106
C2 2.93 1.72 2.27  -0.234
C3 3.22 0.46 1.44  -0.192
N1 2.16 0.18 0.49  -0.146
C4 2.29 -1.13 -0.11  -0.170
N2 1.08 -1.50 -0.81  0.105
C5 0.41 -0.50 -1.47  -0.194
C6 0.90 0.78 -1.47  -0.065
C7 0.26 1.82 -2.22  -0.445
O1 0.56 2.99 -2.25  0.072
N3 -0.85 1.36 -2.94  0.124
C8 -1.39 0.12 -2.90  -0.780
S1 -2.80 -0.19 -3.71  0.683
N4 -0.73 -0.83 -2.17  -0.008
C9 -1.32 -2.15 -2.08  -0.168
C10 -2.34 -2.22 -0.92  -0.118
C11 -1.70 -1.85 0.39  -0.254
C12 -1.08 -2.82 1.18  -0.067
C13 -0.42 -2.44 2.33  0.003
C14 -0.31 -1.11 2.71  -0.205
O2 0.41 -0.91 3.85  -0.072
C15 0.20 0.25 4.63  -0.069
C16 -0.90 -0.12 1.90  -0.183
O3 -0.75 1.19 2.26  -0.107
C17 -1.28 2.19 1.43  -0.055
C18 -1.60 -0.52 0.77  0.027
C19 2.05 1.15 -0.58  -0.127
H1 3.52 3.21 0.81  0.063
H2 4.79 2.76 1.94  0.072
H3 3.47 3.80 2.47  0.071
H4 3.16 1.51 3.32  0.105
H5 1.86 1.93 2.21  0.091
H6 4.20 0.57 0.94  0.124
H7 3.28 -0.40 2.11  0.117
H8 3.13 -1.18 -0.83  0.139
H9 2.46 -1.88 0.68  0.133
H10 0.49 -2.16 -0.32  0.095
H11 -1.35 2.05 -3.49  0.141
H12 -0.53 -2.89 -1.96  0.127
H13 -1.84 -2.34 -3.02  0.073
H14 -2.74 -3.23 -0.88  0.122
H15 -3.16 -1.54 -1.15  0.098
H16 -1.15 -3.86 0.90  0.118
H17 0.05 -3.18 2.96  0.122
H18 0.70 0.06 5.57  0.095
H19 0.64 1.14 4.16  0.074
H20 -0.86 0.43 4.81  0.101
H21 -2.37 2.12 1.36  0.102
H22 -0.84 2.16 0.43  0.087
H23 -1.01 3.13 1.91  0.101
H24 -2.08 0.22 0.15  0.119
H25 2.99 1.23 -1.16  0.141
H26 1.84 2.14 -0.16  0.116

Values from the calculation:
SMILES ... CCCN1CNc2c(c(=O)[nH]c(=S)n2CCc2ccc(OC)c(OC)c2)C1
LUMO level ... 0.665 eV
E_tot ... -43063.6779 eV
HOMO-LUMO gap ... 8.86 eV
ΔE to the lowest compared entry with this formula, charge and spin ... 2.046 eV